Computed, not measured: a molecular structure, C27H52OP2Pd, with ωB97M-V/def2-TZVPD.

Last column: Löwdin charge in e.
Cartesian coordinates (Å):
Pd: -0.1554 0.0262 0.7417  0.63
C: 1.1757 1.8166 1.6023  -0.21
C: 1.1106 2.5532 0.3818  -0.15
C: -1.0615 2.2153 1.1123  -0.23
C: -0.1752 1.6775 2.1252  -0.30
C: -0.2469 2.7873 0.0765  -0.13
C: 2.4069 1.5001 2.3622  -0.02
H: 3.2145 1.1174 1.7256  0.08
H: 2.2359 0.7571 3.1482  0.06
H: 2.8039 2.4000 2.8604  0.12
C: -0.5532 1.4596 3.5425  0.00
H: 0.2849 1.1288 4.1546  0.08
H: -1.3458 0.7122 3.6207  0.06
H: -0.9311 2.3910 3.9847  0.12
C: -2.5203 2.3896 1.2609  0.00
H: -2.7726 3.4307 1.5210  0.13
H: -2.9252 1.7397 2.0414  0.05
H: -3.0695 2.1543 0.3416  0.08
C: -0.7553 3.5170 -1.1063  0.01
H: -0.7476 4.6120 -0.9782  0.13
H: -1.7878 3.2374 -1.3398  0.07
H: -0.1587 3.3077 -2.0020  0.09
C: 2.2812 3.0106 -0.4029  0.02
H: 2.7499 3.9297 -0.0131  0.12
H: 2.0214 3.2061 -1.4443  0.07
H: 3.0700 2.2560 -0.4233  0.08
C: 2.1878 -1.3349 -2.0907  -0.12
C: 3.0155 -0.3988 -1.6003  -0.13
C: 4.0604 0.2658 -2.4550  -0.18
C: 3.6058 1.2932 -3.5344  -0.17
C: 2.1215 1.5005 -3.7066  -0.13
C: 1.3260 0.5529 -4.2103  -0.12
C: 1.8577 -0.7869 -4.6485  -0.17
C: 2.2758 -1.7849 -3.5246  -0.18
H: 4.6497 -0.5172 -2.9648  0.12
H: 4.0525 0.9773 -4.4929  0.12
H: 4.7584 0.7833 -1.7765  0.11
H: 3.3201 -2.0846 -3.7307  0.12
H: 1.4928 -1.9141 -1.4608  0.07
H: 3.0719 -0.1569 -0.5282  0.07
H: 1.6604 -2.6926 -3.6372  0.11
H: 1.0874 -1.2717 -5.2722  0.11
H: 0.2637 0.7245 -4.4090  0.10
H: 2.7340 -0.6432 -5.3045  0.12
H: 4.0614 2.2689 -3.2966  0.11
H: 1.7557 2.5086 -3.4843  0.09
P: 0.8497 -1.8165 1.7856  0.79
C: 0.5770 -1.6744 3.5877  -0.22
H: 0.8483 -2.6083 4.0957  0.08
H: -0.4821 -1.4581 3.7650  0.02
H: 1.1715 -0.8574 4.0098  0.04
C: 0.1394 -3.4375 1.3608  -0.22
H: 0.4613 -4.2014 2.0852  0.07
H: 0.4712 -3.7346 0.3582  0.05
H: -0.9535 -3.3725 1.3656  0.02
C: 2.6578 -2.0873 1.7088  -0.23
H: 2.9518 -2.4056 0.7010  0.05
H: 2.9590 -2.8587 2.4367  0.07
H: 3.1965 -1.1612 1.9452  0.03
P: -1.9334 -0.5899 -1.1652  0.85
C: -2.3674 0.7297 -2.3708  -0.26
H: -2.8220 0.3171 -3.2851  0.07
H: -1.4604 1.2813 -2.6482  0.02
H: -3.0861 1.4343 -1.9173  0.04
C: -1.5924 -2.0400 -2.2323  -0.26
H: -0.9509 -1.7534 -3.0759  0.04
H: -2.5232 -2.4932 -2.6119  0.07
H: -1.0634 -2.7957 -1.6407  0.03
C: -3.6613 -1.0021 -0.6235  -0.25
H: -4.3441 -1.1086 -1.4850  0.08
H: -4.0192 -0.2002 0.0411  0.04
H: -3.6495 -1.9370 -0.0473  0.02
C: -3.9768 -0.2226 3.2830  -0.02
C: -2.9487 -1.2466 2.8211  -0.54
C: -3.5583 -2.5729 2.4041  -0.02
O: -2.1974 -0.7008 1.8066  -0.11
H: -4.5533 0.1556 2.4280  0.09
H: -3.4925 0.6469 3.7386  0.07
H: -4.6703 -0.6573 4.0161  0.12
H: -2.3384 -1.4606 3.7221  0.12
H: -4.4303 -2.4084 1.7669  0.09
H: -2.8556 -3.1690 1.8257  0.06
H: -3.8603 -3.1552 3.2791  0.11

Results
Energy above the lowest of the compared OMol25 structures with the same formula, charge and spin   110.2 kJ/mol
Total charge   +2
E   -52926.0942 eV
Max |F|   9.68 eV/A
Multiplicity   5
HOMO (spin up / spin down)   -9.56 / -14.06 eV

Computed, not measured: C5H11NO in the gas phase, with ωB97M-V/def2-TZVPD.

Last column: Löwdin charge in e.
Cartesian coordinates (Å):
C: -0.0388 2.3157 -0.1647  -0.08
C: -0.0231 1.2574 0.9369  -0.28
N: -1.0339 0.1398 0.6865  -0.09
C: -0.4167 -1.0841 1.1845  -0.22
C: 0.7905 -1.5586 0.2868  -0.11
C: 0.2129 -1.0559 -1.0695  -0.37
O: 0.8065 -0.7037 -2.0159  0.08
H: 0.5185 1.9466 -1.0114  0.07
H: 0.2015 3.2677 0.2896  0.07
H: -1.0640 2.4824 -0.5156  0.08
H: 0.9989 0.8990 1.0387  0.10
H: -0.2866 1.6432 1.9260  0.11
H: -1.3360 0.5986 -0.1591  0.08
H: 0.0498 -0.7380 2.1001  0.10
H: -1.1556 -1.8436 1.3749  0.11
H: 0.7978 -2.6471 0.1194  0.11
H: 1.8482 -1.3187 0.1616  0.11
H: -0.7281 -1.6161 -1.2550  0.13

Results
Energy above the lowest of the compared OMol25 structures with the same formula, charge and spin   358.4 kJ/mol
E   -8897.9823 eV
Max |F|   5.04 eV/A
HOMO   -8.97 eV

Computed, not measured: 2 unconnected molecules or ions with the total composition C2H8NO, with ωB97M-V/def2-TZVPD.

Last column: Löwdin charge in e.
Cartesian coordinates (Å):
N: -1.1221 1.0478 -1.7583  0.24
H: -1.7546 0.2153 -1.3623  0.19
H: -1.5872 1.3613 -2.6392  0.17
H: -0.1895 0.5721 -1.6712  0.15
H: -1.0746 1.8337 -1.1293  0.13
O: -0.5234 -0.5693 0.0563  -0.06
C: 0.2747 -0.8296 1.0122  -0.20
C: 1.5238 -0.0654 1.1818  -0.05
H: 0.2649 -1.6094 1.7855  0.14
H: 1.6855 0.0119 2.3239  0.13
H: 2.3154 -0.6738 0.7338  0.10
H: 1.5913 0.8788 0.6520  0.08

Results
Energy above the lowest of the compared OMol25 structures with the same formula, charge and spin   111.0 kJ/mol
Total charge   +1
E   -5733.7342 eV
Max |F|   4.30 eV/A
HOMO   -14.70 eV

Computed, not measured: 7 unconnected molecules or ions with the total composition C28H48O18S3, with ωB97M-V/def2-TZVPD.

Last column: Löwdin charge in e.
Cartesian coordinates (Å):
C: -4.4714 -0.0034 -1.8689  -0.01
C: -3.8347 1.4186 -1.5896  -0.26
C: -2.2957 1.4168 -1.4860  -0.17
O: -1.8450 1.9524 -2.6444  0.04
C: -2.9278 2.4607 -3.4212  -0.50
O: -2.8546 3.1866 -4.3905  0.15
O: -4.0154 2.1722 -2.7613  0.09
H: -4.2689 -0.7862 -1.1262  0.06
H: -4.3522 -0.3308 -2.9191  0.09
H: -5.4992 -0.1000 -2.0473  0.05
H: -4.4124 1.8796 -0.8708  0.12
H: -1.9552 0.3405 -1.4072  0.12
H: -2.0228 1.8488 -0.3939  0.17
C: 4.6281 3.2162 4.2534  0.01
C: 3.3301 2.5081 4.8302  -0.35
C: 3.0003 3.0828 6.1678  -0.10
O: 1.6294 3.6258 6.1386  0.08
C: 1.2307 3.3716 4.8483  -0.54
O: 0.1811 3.6548 4.3854  0.18
O: 2.2021 2.7844 4.1002  0.06
H: 4.3568 4.2172 3.8733  0.11
H: 5.1002 2.8940 3.3957  0.03
H: 5.4045 3.1198 5.0567  0.10
H: 3.4674 1.3972 4.7651  0.16
H: 3.6646 3.8444 6.5186  0.10
H: 3.2685 2.2843 7.0860  0.19
C: 0.5904 -0.5833 0.2084  -0.02
C: 1.0436 0.4034 1.2358  -0.23
C: 2.5423 0.7021 1.3155  -0.08
O: 2.8121 2.0498 0.9432  0.06
C: 1.6355 2.6881 0.9696  -0.53
O: 1.4369 3.8866 1.0006  0.14
O: 0.5895 1.7839 0.9053  0.04
H: -0.4775 -0.6347 0.3661  0.07
H: 0.9099 -1.5786 0.3332  0.07
H: 0.8172 -0.3741 -0.7595  0.05
H: 0.4104 0.1390 2.2642  0.19
H: 3.0731 0.0087 0.8913  0.08
H: 2.8985 0.7966 2.3125  0.12
C: 3.6629 0.6530 -2.2169  -0.01
C: 5.1528 0.9626 -1.9744  -0.34
C: 5.3410 2.3168 -1.2525  -0.06
O: 5.8252 1.9471 0.0542  0.14
C: 6.0729 0.7278 0.0387  -0.67
O: 6.4699 0.1230 0.9798  0.16
O: 5.6838 0.0669 -1.0900  0.08
H: 3.4134 1.4126 -2.9385  0.08
H: 2.8346 0.6784 -1.4486  0.09
H: 3.5393 -0.2731 -2.7964  0.08
H: 5.8289 0.9774 -2.9326  0.19
H: 4.4084 2.9154 -1.2813  0.13
H: 6.0366 3.0191 -1.8543  0.16
O: -4.2562 -1.9466 2.8498  -0.33
S: -3.7538 -0.6215 2.5380  0.62
O: -3.3168 -0.4482 1.1923  -0.31
C: -4.7023 0.7414 3.2721  -0.20
C: -4.1583 0.9833 4.6720  -0.16
C: -2.6207 0.6025 4.4630  -0.20
C: -2.3981 -0.6458 3.5882  -0.25
H: -5.6289 0.1199 3.3327  0.12
H: -4.3550 1.5134 2.6175  0.10
H: -4.1744 1.9430 5.1224  0.10
H: -4.5665 0.1692 5.3263  0.13
H: -2.1059 0.4733 5.4190  0.12
H: -2.2269 1.3688 3.9048  0.08
H: -2.3068 -1.5438 4.2424  0.13
H: -1.5353 -0.4555 2.8753  0.10
O: 0.5876 0.1578 -7.6837  -0.31
S: 0.5429 -1.1318 -6.9750  0.70
O: 0.8770 -2.3262 -7.7247  -0.33
C: 1.3420 -0.9797 -5.4212  -0.23
C: 0.4088 -1.0085 -4.3593  -0.19
C: -1.0799 -0.7859 -4.9247  -0.16
C: -1.0389 -1.4532 -6.3184  -0.24
H: 1.5898 -0.1362 -5.4987  -0.01
H: 2.1483 -1.5408 -5.1359  0.11
H: -0.0145 -1.8614 -3.8364  0.11
H: 0.6227 -0.2862 -3.6442  0.09
H: -1.2473 0.4786 -4.8694  0.18
H: -1.8999 -1.0847 -4.4749  0.03
H: -1.7073 -1.1082 -7.2030  0.15
H: -1.2287 -2.4566 -6.0358  0.10
O: -2.0071 -2.4356 -1.7647  -0.30
S: -1.2933 -3.5234 -1.2066  0.62
O: 0.0325 -3.6902 -1.6734  -0.30
C: -1.3424 -3.3604 0.5336  -0.21
C: -2.1220 -4.6873 1.0020  -0.17
C: -1.9866 -5.8208 -0.0121  -0.16
C: -2.0609 -5.1238 -1.3969  -0.16
H: -1.9445 -2.4668 0.9255  0.11
H: -0.3576 -3.2697 0.7240  0.03
H: -2.0710 -4.7485 2.1985  0.16
H: -3.1590 -4.4588 1.0269  0.08
H: -2.7886 -6.5295 0.1856  0.13
H: -1.2072 -6.3312 0.1209  0.03
H: -3.0379 -4.8823 -1.6286  0.09
H: -1.7110 -5.6730 -2.1111  0.05

Results
Energy above the lowest of the compared OMol25 structures with the same formula, charge and spin   0.0 kJ/mol
E   -99163.6398 eV
Max |F|   13.14 eV/A
HOMO   -10.14 eV

Computed, not measured: a molecular structure, C34H34N4O2PRhS4Se, with ωB97M-V/def2-TZVPD.

Last column: Löwdin charge in e.
Cartesian coordinates (Å):
Rh: -0.6431 0.0434 0.3749  0.38
S: 6.2249 -0.0702 -1.6974  1.09
C: 6.3679 0.0558 -3.3869  -0.38
C: 5.1572 0.0777 -4.0026  -0.16
C: 4.0884 -0.0105 -3.0784  -0.11
C: 4.5032 -0.0943 -1.7766  -0.49
C: 3.6864 -0.1872 -0.5647  -0.17
C: 2.2895 -0.3099 -0.6548  -0.05
N: 1.4901 -0.3711 0.3982  -0.01
C: 2.0231 -0.3187 1.6421  -0.16
C: 3.4006 -0.2330 1.8401  -0.11
C: 3.9103 -0.1926 3.1853  0.01
C: 3.0736 -0.2026 4.2423  0.02
C: 1.6491 -0.2648 4.0515  -0.11
C: 0.7302 -0.2431 5.1077  0.06
C: -0.6280 -0.3326 4.8621  -0.17
C: -1.0212 -0.4558 3.5172  -0.07
N: -0.1721 -0.4360 2.5000  0.02
C: 1.1464 -0.3374 2.7558  -0.16
C: -1.6403 -0.2906 5.9223  -0.49
C: -3.0024 -0.2258 5.7952  -0.12
C: -3.6783 -0.1703 7.0393  -0.16
C: -2.8179 -0.1958 8.0909  -0.38
S: -1.1963 -0.2848 7.5862  1.09
C: 4.2235 -0.1574 0.7084  0.06
H: 7.3438 0.1104 -3.8445  0.08
H: 5.0370 0.1533 -5.0735  0.11
H: 3.0479 -0.0084 -3.3768  0.11
H: 1.8100 -0.3794 -1.6222  0.11
H: 4.9825 -0.1462 3.3291  0.13
H: 3.4569 -0.1621 5.2542  0.13
H: 1.0950 -0.1545 6.1249  0.12
H: -2.0646 -0.5928 3.2752  0.05
H: -3.5171 -0.2102 4.8425  0.11
H: -4.7520 -0.1115 7.1475  0.11
H: -3.0568 -0.1710 9.1431  0.08
H: 5.2950 -0.0634 0.8455  0.12
C: -2.0233 3.3850 -2.7180  0.01
N: -2.5693 3.4163 -1.3605  -0.04
C: -1.9263 3.0158 -0.2624  -0.65
Se: -0.1694 2.3343 -0.1878  0.82
N: -2.7434 3.1624 0.7829  0.13
C: -3.9836 3.6098 0.3565  -0.17
C: -5.1783 3.8358 1.0322  0.02
C: -6.2438 4.2639 0.2712  -0.04
C: -6.1286 4.4489 -1.1196  -0.04
C: -4.9472 4.2110 -1.7896  0.00
C: -3.8698 3.7811 -1.0186  -0.15
H: -1.0119 3.7766 -2.7239  0.09
H: -2.6481 3.9970 -3.3606  0.10
H: -2.0067 2.3600 -3.0882  0.09
H: -2.4995 2.8797 1.7187  0.16
H: -5.2677 3.6749 2.0989  0.13
H: -7.1956 4.4600 0.7461  0.12
H: -6.9889 4.7912 -1.6801  0.12
H: -4.8727 4.3477 -2.8606  0.12
C: -6.2662 -0.1659 -2.3329  -0.03
C: -4.9625 0.4570 -2.7836  -0.40
C: -4.3667 -0.1870 -4.0150  -0.03
O: -3.9744 0.4855 -1.6787  -0.31
P: -3.1916 -0.6747 -0.9837  -0.08
S: -3.0353 -0.1512 0.9469  0.44
S: -1.3189 -0.8660 -1.7218  0.40
O: -4.0454 -1.9519 -1.2463  -0.29
C: -3.6775 -3.3535 -0.9342  -0.42
C: -4.0657 -3.6717 0.4922  -0.04
C: -4.3985 -4.2031 -1.9530  -0.03
H: -7.0471 0.0996 -3.0470  0.10
H: -6.5532 0.2152 -1.3520  0.09
H: -6.1957 -1.2513 -2.2878  0.08
H: -5.1238 1.5200 -2.9553  0.13
H: -4.1557 -1.2427 -3.8354  0.08
H: -3.4438 0.3112 -4.3154  0.08
H: -5.0760 -0.1176 -4.8397  0.10
H: -2.5978 -3.4474 -1.0646  0.12
H: -5.1259 -3.4663 0.6495  0.10
H: -3.4865 -3.0795 1.1998  0.05
H: -3.8776 -4.7261 0.6935  0.10
H: -5.4771 -4.0568 -1.8710  0.10
H: -4.1714 -5.2545 -1.7780  0.10
H: -4.0868 -3.9442 -2.9652  0.09

Results
Energy above the lowest of the compared OMol25 structures with the same formula, charge and spin   69.0 kJ/mol
Total charge   +2
E   -166841.7707 eV
Max |F|   2.48 eV/A
HOMO   -12.57 eV